# 1
The following is a DFT calculation (the ωB97M-V functional and the def2-TZVPD basis) of a structure of composition C21H37Cl2N2O4Pd in a non-equilibrium geometry.

Properties
E	-62071.9935	eV
HOMO-LUMO gap (alpha / beta)	6.352 / 7.356	eV
M	558.9	g mol⁻¹
ΔE to the lowest compared entry with this formula, charge and spin	0.0	kJ/mol

```
! RIJCOSX wB97M-V def2-TZVPD def2/J DEFGRID3
* xyz -1 3
O 1.413 -1.272 0.716
C 2.739 -0.837 0.921
C 3.453 -2.137 1.372
C 2.774 -3.119 2.096
H 1.759 -2.910 2.459
C 3.347 -4.390 2.186
H 2.810 -5.168 2.723
C 4.578 -4.659 1.571
H 5.027 -5.650 1.644
C 5.242 -3.665 0.840
H 6.184 -3.861 0.317
C 4.683 -2.386 0.765
H 5.127 -1.591 0.151
H 3.209 -0.669 -0.076
C 2.869 0.513 3.131
C 2.804 0.493 1.648
H 2.965 1.549 3.478
H 3.738 -0.060 3.490
H 1.979 0.068 3.617
C 2.442 1.461 0.793
C 2.083 2.889 0.960
H 2.419 1.172 -0.263
H 2.999 3.475 1.112
H 1.368 3.144 1.755
H 1.634 3.220 0.006
Pd -0.217 -1.301 -0.290
Cl -1.265 -1.314 1.752
Cl 0.948 -1.226 -2.240
H -2.414 -4.650 -0.866
H -4.208 -4.195 0.988
C -2.036 -3.781 -0.302
C -4.107 -3.112 0.897
N -3.137 -2.834 -0.146
H -1.205 -3.303 -0.862
C -3.147 -1.644 -0.754
O -2.152 -1.074 -1.272
H -5.053 -2.650 0.609
H -4.140 -1.163 -0.766
H -1.689 -4.088 0.696
H -3.753 -2.690 1.846
H -0.708 3.426 -5.517
H 0.026 0.769 -5.665
C 0.057 3.458 -4.731
C 0.741 1.097 -4.900
N 0.195 2.165 -4.093
H -0.215 4.204 -3.986
C -0.333 1.947 -2.874
O -0.813 2.832 -2.158
H 0.972 0.255 -4.244
H -0.281 0.890 -2.556
H 1.006 3.717 -5.206
H 1.643 1.449 -5.409
C -4.459 2.255 -0.479
C -3.011 2.614 -0.240
O -2.333 1.675 0.594
C -2.513 1.874 2.002
C -1.767 3.066 2.570
H -4.582 1.183 -0.663
H -4.811 2.806 -1.353
H -5.070 2.561 0.376
H -2.439 2.564 -1.176
H -2.929 3.637 0.175
H -3.591 1.946 2.241
H -2.110 0.942 2.421
H -2.124 4.006 2.132
H -1.933 3.105 3.651
H -0.689 2.974 2.387
*
```

# 2
The following is a DFT calculation (the ωB97M-V functional and the def2-TZVPD basis) of a structure of composition C4H15N5 in a non-equilibrium geometry.

Properties
E	-11818.5816	eV
HOMO-LUMO gap (alpha / beta)	7.615 / 7.976	eV
M	133.2	g mol⁻¹
ΔE to the lowest compared entry with this formula, charge and spin	24.4	kJ/mol

```
! RIJCOSX wB97M-V def2-TZVPD def2/J DEFGRID3
* xyz 2 3
C -8.274 0.887 -0.440
C -7.285 -1.223 -1.174
C -6.098 0.832 1.761
C 8.933 -1.104 -0.838
N -7.446 -0.019 -0.443
N 10.214 0.289 0.434
N 11.050 1.205 0.632
N -6.254 -0.349 0.908
N 9.760 -0.031 -0.721
H -9.131 0.955 -1.126
H -8.329 1.662 0.359
H -8.220 -1.510 -1.555
H -6.399 -1.226 -1.965
H -6.894 -1.937 -0.433
H -5.538 1.523 1.176
H -7.026 1.326 2.134
H -5.452 0.536 2.630
H 8.023 -1.037 -1.434
H 9.406 -1.944 -1.425
H 8.785 -1.424 0.196
H 11.485 1.257 1.647
H 11.472 1.872 -0.107
H -6.822 -1.062 1.312
H 10.043 0.523 -1.527
*
```

# 3
The following is a DFT calculation (the ωB97M-V functional and the def2-TZVPD basis) of a cluster of 2 separate species, C4H14N3O in total in a non-equilibrium geometry.

Properties
E	-10889.1915	eV
HOMO-LUMO gap (alpha / beta)	9.202 / 6.788	eV
M	120.2	g mol⁻¹
ΔE to the lowest compared entry with this formula, charge and spin	175.9	kJ/mol

```
! RIJCOSX wB97M-V def2-TZVPD def2/J DEFGRID3
* xyz 0 2
C -2.204 -0.211 -0.512
C -1.398 0.233 0.802
C 0.113 -0.248 0.744
N 2.553 1.511 1.262
C 2.201 0.909 0.042
N 0.801 0.688 -0.104
N -2.183 -1.629 -0.562
H -3.248 0.258 -0.386
H -1.813 0.151 -1.509
H -1.945 -0.151 1.682
H -1.379 1.348 0.886
H 0.271 -1.260 0.336
H 0.231 -0.257 1.863
H 2.627 1.418 -0.825
H 2.730 -0.032 -0.076
H 0.795 -0.222 -1.278
H 1.843 2.093 1.702
H -2.834 -2.179 -0.038
H -1.482 -2.153 -1.094
H 3.531 1.519 1.599
H 0.276 -0.640 -2.674
O 0.515 -1.145 -1.860
*
```

# 4
The following is a DFT calculation (the ωB97M-V functional and the def2-TZVPD basis) of a structure of composition C4H16Al4O12P2 in a non-equilibrium geometry.

Properties
E	-73843.0929	eV
HOMO-LUMO gap	3.009	eV
M	426.0	g mol⁻¹
ΔE to the lowest compared entry with this formula, charge and spin	0.0	kJ/mol

```
! RIJCOSX wB97M-V def2-TZVPD def2/J DEFGRID3
* xyz 6 1
Al -0.628 -0.629 3.195
Al 3.537 1.014 -2.062
Al 3.372 -2.200 1.703
Al 2.574 2.426 2.611
P 2.374 -0.363 4.716
O 1.340 0.776 4.606
O 1.781 -1.563 3.940
O 2.640 -0.751 6.165
O 3.576 0.026 3.862
P 0.997 0.141 0.299
O 1.479 0.007 1.786
O 1.535 1.626 0.035
O -0.521 -0.095 0.293
O 1.810 -0.842 -0.498
C -4.023 0.913 0.876
O -2.872 0.203 1.243
H -4.784 0.858 1.669
H -3.797 1.919 0.513
H -4.501 0.340 0.022
H -2.065 0.420 0.673
C 1.235 -3.997 -3.017
O 0.818 -2.692 -2.736
H 2.260 -3.874 -3.513
H 1.418 -4.547 -2.093
H 0.552 -4.516 -3.728
H 0.961 -2.450 -1.779
C -0.803 4.185 -1.051
O 0.466 3.990 -0.524
H -1.485 3.562 -0.415
H -1.099 5.217 -0.852
H -0.875 3.903 -2.127
H 0.674 3.004 -0.386
C -1.459 -1.246 -2.450
O -1.162 0.029 -2.227
H -2.008 -1.374 -3.403
H -0.437 -1.921 -2.558
H -1.944 -1.716 -1.572
H -0.938 0.216 -1.215
*
```

# 5
The following is a DFT calculation (the ωB97M-V functional and the def2-TZVPD basis) of a structure of composition C27H42BLiN11Se in a non-equilibrium geometry.

Properties
E	-111297.0162	eV
HOMO-LUMO gap	7.357	eV
M	617.4	g mol⁻¹
ΔE to the lowest compared entry with this formula, charge and spin	168.7	kJ/mol

```
! RIJCOSX wB97M-V def2-TZVPD def2/J DEFGRID3
* xyz 1 1
Li 3.858 -15.226 9.605
C 2.889 -17.383 11.680
C 4.246 -17.689 11.053
C 5.382 -18.377 11.495
C 6.406 -18.053 10.562
C 7.791 -18.498 10.511
N 5.863 -17.181 9.648
N 4.540 -17.004 9.965
B 6.717 -16.795 8.393
N 7.817 -15.772 8.851
N 7.619 -14.745 9.729
C 8.776 -14.167 9.924
C 8.842 -12.983 10.828
C 9.754 -14.803 9.167
C 9.117 -15.824 8.521
C 9.639 -16.801 7.558
N 5.824 -16.239 7.318
N 4.939 -15.317 7.743
C 4.242 -14.995 6.677
C 3.105 -14.042 6.562
C 4.623 -15.810 5.568
C 5.717 -16.568 6.058
C 6.522 -17.547 5.354
H 2.562 -18.178 12.323
H 2.140 -17.301 10.938
H 2.992 -16.545 12.296
H 5.536 -18.919 12.435
H 8.166 -18.610 9.443
H 7.887 -19.430 11.015
H 8.355 -17.694 10.913
H 7.133 -17.772 7.909
H 8.501 -12.069 10.370
H 9.855 -12.890 11.164
H 8.306 -13.217 11.762
H 10.774 -14.650 9.077
H 10.683 -16.594 7.356
H 9.209 -16.707 6.582
H 9.606 -17.811 7.989
H 3.439 -13.044 6.930
H 2.280 -14.457 7.242
H 2.665 -14.070 5.580
H 4.189 -15.871 4.583
H 6.368 -17.494 4.238
H 6.338 -18.570 5.699
H 7.572 -17.298 5.550
N 2.262 -13.889 9.821
C 2.636 -12.700 10.648
C 3.234 -13.029 12.049
C 4.684 -13.357 12.116
N 4.909 -14.579 11.296
C 5.465 -12.219 11.545
C 5.120 -11.833 10.112
N 5.778 -12.727 9.083
C 3.563 -11.701 9.969
H 1.554 -14.389 10.335
H 5.130 -13.363 8.613
H 1.821 -13.537 8.967
H 1.672 -12.191 10.870
H 2.646 -13.835 12.519
H 2.911 -12.092 12.586
H 5.027 -13.456 13.132
H 4.487 -15.288 11.844
H 5.933 -14.707 11.148
H 6.527 -12.424 11.550
H 5.360 -11.379 12.193
H 5.514 -10.837 9.848
H 6.543 -13.458 9.436
H 6.334 -12.216 8.418
H 3.301 -11.379 8.876
H 3.380 -10.815 10.545
Se 8.816 -10.614 7.726
N 7.226 -11.203 7.140
C 7.460 -11.854 6.009
C 6.406 -12.261 5.111
C 6.748 -12.714 3.902
C 8.145 -12.828 3.476
C 9.166 -12.406 4.286
C 8.849 -11.902 5.566
N 9.771 -11.385 6.464
H 5.467 -12.190 5.455
H 6.025 -12.934 3.187
H 8.345 -13.188 2.434
H 10.265 -12.441 3.945
*
```

# 6
The following is a DFT calculation (the ωB97M-V functional and the def2-TZVPD basis) of the molecule CH4NO2PS in a non-equilibrium geometry.

Properties
E	-26811.2056	eV
HOMO-LUMO gap	8.883	eV
M	125.1	g mol⁻¹
ΔE to the lowest compared entry with this formula, charge and spin	55.0	kJ/mol
structure (SMILES)	N[P@@](O)(=S)C=O

```
! RIJCOSX wB97M-V def2-TZVPD def2/J DEFGRID3
* xyz 0 1
C 1.428 0.525 0.602
N -0.307 -1.209 -0.870
O 2.254 -0.323 0.771
O -0.933 1.634 -0.630
P -0.310 0.020 0.231
S -1.421 -0.299 1.788
H 1.573 1.592 0.818
H -0.978 -1.931 -0.641
H 0.563 -1.547 -1.254
H -1.868 1.538 -0.816
*
```